--- A ---
Entry from OMol25: a 5-piece molecular cluster, CH12O5 overall (the ωB97M-V functional and the def2-TZVPD basis).

Results
Gap between HOMO and LUMO (eV): 10.86
SMILES string: CO.O.O.O.O

Last column: natural (NBO) charge in e.
Cartesian coordinates (Å):
1 H -1.8992 -1.3671 0.5089  0.487
2 H 0.0209 2.7825 0.5687  0.481
3 H -0.6868 -0.0931 -2.9538  0.477
4 H -0.5697 3.1919 -0.8207  0.468
5 H 0.1983 -1.5149 -2.9380  0.491
6 O 2.0403 0.3895 0.9781  -0.727
7 H -2.3190 -0.1013 3.1666  0.473
8 H 2.0610 0.0341 -1.0629  0.171
9 O -2.8189 -0.2116 2.3671  -0.950
10 O -1.4864 -2.1158 0.0401  -0.954
11 H 1.5830 -0.3341 1.4323  0.469
12 H -2.9048 0.7236 2.0380  0.480
13 H -1.5050 -2.8135 0.6465  0.465
14 H 3.5903 0.1656 -0.2958  0.175
15 H 2.7336 -1.3274 -0.1432  0.166
16 C 2.6079 -0.2148 -0.1796  -0.253
17 O -0.5554 3.4630 0.0871  -0.949
18 O -0.0903 -0.6567 -3.4394  -0.968


--- B ---
Entry from OMol25: a 5-piece molecular cluster, CH12O5 overall (the ωB97M-V functional and the def2-TZVPD basis).

Results
Gap between HOMO and LUMO (eV): 11.42
SMILES string: CO.O.O.O.O

Last column: natural (NBO) charge in e.
Cartesian coordinates (Å):
1 H 1.0580 -1.7091 -0.4948  0.505
2 H -2.7811 -2.2722 2.7414  0.158
3 H -2.4962 0.1030 1.7586  0.491
4 O -1.9477 -0.6880 1.7039  -0.749
5 H 4.5871 4.8670 -1.1581  0.485
6 H -0.1878 -1.1377 1.3264  0.504
7 O -1.2782 0.2377 -1.7902  -0.951
8 H -1.0666 0.2098 -2.7229  0.459
9 O 3.9593 5.5563 -1.2760  -0.971
10 C -2.7580 -1.8422 1.7256  -0.255
11 H -2.2608 -2.6220 1.1509  0.188
12 H 0.6577 -1.9734 2.2171  0.478
13 H -3.8049 -1.7309 1.4592  0.183
14 O 1.0210 -1.7010 -1.4533  -0.986
15 H 1.3152 -2.5158 -1.8029  0.474
16 H -0.5767 -0.3662 -1.5239  0.485
17 H 3.1084 5.5299 -0.8486  0.487
18 O 0.6531 -1.6449 1.3141  -0.984


Stability order, top to bottom: B, A


--- A ---
Entry from OMol25: an isolated ion of composition C5H8N2 and charge +2 (the ωB97M-V functional and the def2-TZVPD basis).

Results
Gap between HOMO and LUMO (eV): 11.66
SMILES string: CC#[N+]C[N+]#CC
Charge: +2

Last column: natural (NBO) charge in e.
Cartesian coordinates (Å):
1 N -1.2413 0.5542 -0.0458  -0.258
2 N 1.0919 0.4247 0.0769  -0.259
3 C -2.2055 -0.0911 0.1632  0.797
4 H 0.0541 1.9851 0.8196  0.325
5 C -0.0426 1.2128 0.0353  -0.147
6 H -4.0349 -0.1795 -0.8652  0.354
7 H 3.9855 -1.2275 0.7983  0.379
8 H 0.1756 2.0359 -0.6934  0.330
9 C -3.4675 -0.6400 -0.0376  -0.821
10 H 4.0637 0.3067 0.1646  0.351
11 H -3.4230 -1.6495 -0.3228  0.341
12 C 3.4294 -0.5704 -0.0579  -0.834
13 C 2.0683 -0.1862 0.0210  0.765
14 H 3.6461 -1.2193 -0.8686  0.333
15 H -4.0998 -0.7559 0.8124  0.344


--- B ---
Entry from OMol25: an isolated ion of composition C5H8N2 and charge +2 (the ωB97M-V functional and the def2-TZVPD basis).

Results
Gap between HOMO and LUMO (eV): 6.94
SMILES string: C=[N+]1C=[NH+]C=C1C
Charge: +2

Last column: natural (NBO) charge in e.
Cartesian coordinates (Å):
1 H 0.9498 2.3054 -0.0988  0.322
2 C 1.1509 1.1962 -0.4718  -0.725
3 C -1.5101 -1.2883 0.2890  0.355
4 H 1.2634 1.3417 -1.5573  0.311
5 C 0.0071 0.3438 -0.3619  0.215
6 H 0.6628 -1.7648 2.1741  0.264
7 N -0.2124 -0.6688 0.6227  -0.344
8 N -2.0372 -0.5883 -0.6722  -0.374
9 C 0.6718 -0.8841 1.5899  0.325
10 C -1.1454 0.3780 -1.1798  -0.031
11 H -1.3589 1.0045 -2.0732  0.316
12 H -3.0329 -0.5048 -0.8771  0.508
13 H 2.1060 0.8680 0.1222  0.270
14 H 1.5020 -0.1618 1.7899  0.283
15 H -1.9844 -2.1028 0.8240  0.304


Stability order, top to bottom: B, A


--- A ---
Entry from OMol25: a 6-piece molecular cluster, C12H36O6 overall (the ωB97M-V functional and the def2-TZVPD basis).

Results
Gap between HOMO and LUMO (eV): 10.08
SMILES string: CCO.CCO.CCO.CCO.CCO.CCO

Last column: natural (NBO) charge in e.
Cartesian coordinates (Å):
1 C 37.2540 4.9060 26.5270  -0.596
2 H 36.6730 5.3910 27.4180  0.207
3 H 34.6550 12.3070 27.2570  0.212
4 H 39.2750 7.2070 30.3210  0.212
5 O 36.2360 2.6550 26.6010  -0.701
6 C 38.3600 7.6080 30.9140  -0.645
7 H 36.8210 12.1960 26.2780  0.162
8 O 37.2520 9.2290 25.5670  -0.780
9 H 34.0290 9.4890 23.6930  0.207
10 H 34.9650 7.4640 24.6180  0.192
11 H 36.5760 8.9420 28.7030  0.199
12 O 36.4460 13.5150 24.7600  -0.709
13 H 39.7110 7.8060 24.3660  0.458
14 H 37.1800 13.3360 24.5070  0.432
15 C 37.4810 8.9090 26.9170  -0.046
16 H 41.0570 11.1570 24.4070  0.220
17 O 37.2190 7.2610 33.0740  -0.709
18 C 36.2760 13.1910 26.1620  -0.054
19 H 37.2460 6.6890 33.8760  0.467
20 H 41.0590 9.6330 25.3430  0.199
21 H 36.6260 13.9270 26.6770  0.160
22 H 39.7080 10.7090 25.3200  0.222
23 C 36.2080 9.0880 27.6620  -0.642
24 H 35.7750 9.9910 27.3860  0.209
25 H 34.2970 13.4270 25.8620  0.212
26 C 38.3170 6.8850 32.3480  -0.010
27 H 37.6970 7.8400 26.9620  0.147
28 C 33.3620 8.5410 23.5450  -0.645
29 H 36.5780 1.7670 26.4420  0.461
30 H 32.2390 7.0070 25.2690  0.447
31 H 40.6990 9.0600 22.8040  0.174
32 H 37.3570 7.7400 30.4220  0.223
33 H 37.8570 3.1470 27.2250  0.146
34 H 37.9570 3.1550 25.5210  0.142
35 C 33.9500 7.7470 24.8470  -0.057
36 C 34.8320 12.7510 26.3040  -0.636
37 C 37.3800 3.4100 26.4190  -0.051
38 C 39.9680 9.3890 23.4590  -0.071
39 H 37.9130 8.8850 24.9110  0.499
40 H 38.1350 5.7900 32.0930  0.126
41 O 33.0180 6.7300 25.1560  -0.720
42 H 34.0840 8.2910 25.8440  0.165
43 H 38.4630 8.6160 31.0910  0.202
44 H 39.1100 6.9640 32.8000  0.134
45 H 33.3960 8.1540 22.5850  0.212
46 O 39.1720 8.3410 24.0040  -0.694
47 H 34.4810 11.9390 25.7650  0.219
48 H 35.2140 8.5770 27.7310  0.225
49 H 38.0690 5.3270 26.5070  0.185
50 H 38.2020 9.3900 27.3650  0.151
51 H 32.4850 9.0370 23.6920  0.197
52 C 40.5370 10.2170 24.6700  -0.652
53 H 36.8650 5.0740 25.6300  0.206
54 H 39.3920 10.1570 22.7350  0.188


--- B ---
Entry from OMol25: a 6-piece molecular cluster, C12H36O6 overall (the ωB97M-V functional and the def2-TZVPD basis).

Results
Gap between HOMO and LUMO (eV): 10.26
SMILES string: CCO.CCO.CCO.CCO.CCO.CCO

Last column: natural (NBO) charge in e.
Cartesian coordinates (Å):
1 H -5.2800 -10.3916 -8.2684  0.202
2 H -11.8386 -3.3904 -5.8113  0.207
3 H -10.4712 -9.7527 -7.3807  0.168
4 H -11.0875 -10.6644 -12.9413  0.210
5 O -7.7572 -5.7682 -8.8916  -0.757
6 H -5.5800 -6.6082 -16.5669  0.169
7 H -10.5103 -9.1110 -13.2509  0.220
8 C -10.2385 -10.0198 -12.7139  -0.636
9 H -5.7205 -6.6326 -9.0411  0.484
10 C -6.3527 -7.0291 -14.6860  -0.645
11 H -9.3695 -8.9210 -11.3270  0.145
12 H -9.2865 -10.4673 -12.9995  0.207
13 H -12.1952 -8.6996 -5.7546  0.208
14 H -11.1060 -8.8660 -11.1259  0.179
15 C -7.3863 -6.1095 -11.2575  -0.647
16 H -5.9722 -6.0854 -14.2951  0.220
17 H -7.8835 -6.4924 -12.1488  0.219
18 H -7.0093 -5.0915 -11.3560  0.234
19 H -10.5715 -7.8062 -5.8138  0.206
20 C -8.2693 -6.3808 -10.0719  -0.074
21 H -9.2112 -5.8532 -10.2221  0.156
22 H -6.6208 -8.3460 -8.6992  0.151
23 C -9.9517 -4.5018 -6.0191  -0.074
24 O -5.0146 -7.0969 -8.5854  -0.735
25 H -10.8148 -4.5825 -7.7876  0.467
26 H -8.2994 -5.9824 -8.1289  0.489
27 H -9.3777 -11.0575 -10.4374  0.471
28 H -4.4778 -7.6333 -15.4473  0.177
29 O -5.9043 -8.6994 -16.2548  -0.721
30 H -12.0996 -7.2185 -6.4993  0.222
31 H -7.3262 -6.8676 -15.1489  0.203
32 O -12.3909 -9.3298 -8.2103  -0.742
33 H -8.5670 -7.3818 -9.7601  0.177
34 C -11.4858 -8.1028 -6.3278  -0.630
35 H -9.2306 -3.7631 -6.3688  0.174
36 C -11.0913 -3.9035 -5.2061  -0.647
37 H -10.6543 -8.2366 -8.2286  0.148
38 H -12.1858 -9.6576 -9.0890  0.474
39 C -5.6793 -8.2905 -8.1528  -0.069
40 H -6.5600 -6.8201 -11.2409  0.206
41 H -6.3277 -7.7876 -13.9036  0.207
42 H -9.5086 -5.2546 -5.3672  0.182
43 C -5.4732 -7.3989 -15.8244  -0.066
44 H -3.8600 -9.3336 -8.4328  0.212
45 C -10.2684 -9.5373 -11.3150  -0.064
46 H -6.7263 -8.8596 -15.7854  0.456
47 H -11.5749 -4.6741 -4.6058  0.214
48 O -10.4757 -5.2252 -7.1603  -0.738
49 O -10.1140 -10.4697 -10.2532  -0.732
50 C -4.9130 -9.4547 -8.6873  -0.629
51 C -11.1577 -8.9227 -7.5476  -0.055
52 H -10.8772 -3.0788 -4.5263  0.219
53 H -5.8604 -8.2896 -7.0780  0.170
54 H -4.8286 -9.5639 -9.7686  0.206


Stability order, top to bottom: B, A


--- A ---
Entry from OMol25: one molecule with the formula C7H10N2 (the ωB97M-V functional and the def2-TZVPD basis).

Results
Gap between HOMO and LUMO (alpha / beta) (eV): 7.14 / 7.14

Last column: natural (NBO) charge in e.
Cartesian coordinates (Å):
1 C -0.8218 -0.9431 0.3211  0.165
2 H -0.5783 -0.8315 2.4586  0.217
3 N 2.1418 1.1231 1.4397  -0.826
4 H 2.8072 0.9309 0.7078  0.383
5 H -0.2742 -1.5743 -1.7220  0.199
6 H 0.8337 0.4927 -2.9923  0.214
7 H -2.9597 -0.8162 0.1881  0.239
8 H 1.7749 1.6481 -2.0073  0.215
9 H -2.3743 -2.0185 1.3259  0.231
10 C 0.5985 0.2538 -0.8514  0.126
11 H 2.2565 2.0368 1.8567  0.390
12 C 0.8565 0.7672 1.1725  0.457
13 H -2.2889 -2.3229 -0.4323  0.210
14 N -0.2290 1.1477 1.7378  -0.524
15 C 0.8436 1.0815 -2.0664  -0.705
16 C -0.3491 -0.3053 1.5332  -0.203
17 H 0.0301 1.8122 -2.1430  0.248
18 C -0.0845 -0.9121 -0.8763  -0.378
19 C -2.1831 -1.5701 0.3495  -0.657


--- B ---
Entry from OMol25: C7H10N2 as an isolated structure (the ωB97M-V functional and the def2-TZVPD basis).

Results
Gap between HOMO and LUMO (alpha / beta) (eV): 7.93 / 7.93

Last column: natural (NBO) charge in e.
Cartesian coordinates (Å):
1 C -1.6137 0.2746 -1.2562  -0.544
2 H -0.4930 2.4009 -0.0666  0.218
3 H -1.8042 -0.6777 -1.7242  0.203
4 C 0.4613 -1.9034 0.1549  -0.008
5 H -1.7399 1.1578 -1.8629  0.211
6 N 0.5084 -0.6359 0.0530  -0.375
7 N -2.7520 -1.0696 1.8312  -0.360
8 C 1.6051 0.0681 -0.4538  -0.040
9 C -0.8802 1.6916 0.6617  -0.645
10 H 1.2095 -2.5444 -0.3045  0.170
11 C 2.8762 -0.2073 -0.1884  -0.411
12 H 3.6672 0.3806 -0.6246  0.213
13 H -0.3619 -2.3535 0.6898  0.200
14 H -1.7760 2.1312 1.1044  0.237
15 C -2.0402 -0.4943 1.1310  0.253
16 H 3.1688 -1.0429 0.4305  0.200
17 C -1.2024 0.3591 0.0301  0.039
18 H -0.1482 1.5434 1.4453  0.224
19 H 1.3153 0.9216 -1.0507  0.213


--- C ---
Entry from OMol25: one molecule with the formula C7H10N2 (the ωB97M-V functional and the def2-TZVPD basis).

Results
Gap between HOMO and LUMO (eV): 9.37
SMILES string: CC1=C[C@H]2N[C@@H]1[C@H]1N[C@H]12

Last column: natural (NBO) charge in e.
Cartesian coordinates (Å):
1 H -3.1402 -0.2042 -0.7626  0.220
2 C 0.8765 1.1721 -0.6145  -0.104
3 H -0.7263 0.8014 -2.1766  0.219
4 C -0.4186 0.7047 -1.1150  -0.245
5 H -2.2586 -1.6637 -0.2117  0.227
6 N 0.5362 1.4129 0.8327  -0.595
7 C -2.4496 -0.6003 -0.0484  -0.644
8 C 1.2093 -0.7690 0.7374  -0.090
9 H -0.4616 -0.0449 2.0725  0.210
10 C -0.0727 0.1080 1.0596  -0.126
11 H -0.1910 2.1499 0.9258  0.356
12 C -1.0671 0.0770 -0.1229  0.056
13 N 1.2251 -1.4369 -0.5483  -0.601
14 H 1.7671 -1.0896 1.6021  0.210
15 H 2.9193 -0.0286 -0.4343  0.212
16 H 1.9349 -2.1158 -0.6650  0.359
17 H 1.3292 2.0410 -1.1019  0.216
18 H -2.8596 -0.4327 0.9274  0.210
19 C 1.8478 -0.0814 -0.3563  -0.091


Stability order, top to bottom: C, B, A


--- A ---
Entry from OMol25: one molecule with the formula C5H13N2O (the ωB97M-V functional and the def2-TZVPD basis).

Results
Gap between HOMO and LUMO (alpha / beta) (eV): 5.39 / 9.86
2S+1: 2

Last column: natural (NBO) charge in e.
Cartesian coordinates (Å):
1 H 1.8327 1.3836 -1.1119  0.206
2 N 0.8461 -1.1045 0.9727  -0.629
3 H 0.3260 0.6313 -1.5086  0.186
4 C 0.0227 1.5206 0.3028  -0.427
5 H -3.0133 2.5047 0.1825  0.466
6 H 1.7567 -1.3269 -0.9054  0.202
7 H 0.2834 2.5973 0.2660  0.213
8 N -0.2772 -2.7965 -0.3808  -0.859
9 H -0.1425 -2.1973 -1.1807  0.364
10 C -1.3896 1.5275 -0.2658  -0.058
11 H 0.2808 1.2822 1.3126  0.213
12 H -1.9746 0.5943 -0.0376  0.168
13 H 2.6320 -0.2405 0.1783  0.191
14 O -2.0747 2.5874 0.3767  -0.728
15 H 1.0781 -0.6653 1.8373  0.397
16 H -0.4697 -2.5900 1.7040  0.167
17 C 1.6325 -0.5458 -0.1383  -0.229
18 H -1.3937 1.7191 -1.3526  0.160
19 C -0.0292 -2.1327 0.8284  0.018
20 H -0.9454 -3.5365 -0.4166  0.395
21 C 1.0188 0.7879 -0.6633  -0.417


--- B ---
Entry from OMol25: a 2-piece molecular cluster, C5H13N2O overall (the ωB97M-V functional and the def2-TZVPD basis).

Results
Gap between HOMO and LUMO (alpha / beta) (eV): 9.58 / 5.21
2S+1: 2

Last column: natural (NBO) charge in e.
Cartesian coordinates (Å):
1 O -0.1827 -1.5873 0.1164  -0.742
2 H -0.2657 -1.2951 1.5372  0.449
3 H 1.4605 2.6097 0.1243  0.237
4 H 1.6286 2.6885 1.9354  0.210
5 N -0.2133 -0.7967 2.5141  -0.635
6 H -2.0937 -1.2981 -0.6629  0.135
7 C 1.2188 0.6990 1.2916  -0.111
8 H -0.9717 -0.8716 3.1671  0.383
9 H -2.2751 -0.5340 -3.0425  0.344
10 C -1.0088 -1.5525 -0.9725  -0.051
11 H -1.0903 -2.5129 -1.5264  0.153
12 H 0.3328 1.0906 3.1886  0.187
13 H -0.6996 0.5525 -1.4742  0.156
14 H 1.3235 -0.1578 0.5903  0.255
15 N -1.2825 -0.5907 -3.2317  -0.843
16 H -1.1264 0.1294 -3.9052  0.355
17 C -0.5439 -0.4554 -1.9505  -0.233
18 C 0.3775 0.4446 2.3277  -0.012
19 C 1.8876 2.0825 1.0699  -0.659
20 H 3.0114 2.0378 1.0092  0.233
21 H 0.5133 -0.6826 -2.1059  0.190


--- C ---
Entry from OMol25: a 2-piece molecular cluster, C5H13N2O overall (the ωB97M-V functional and the def2-TZVPD basis).

Results
Gap between HOMO and LUMO (alpha / beta) (eV): 3.46 / 7.42
2S+1: 2

Last column: natural (NBO) charge in e.
Cartesian coordinates (Å):
1 H 2.7330 -2.9446 2.0778  0.483
2 C -1.2272 0.6190 0.0663  0.110
3 C -0.1773 2.5811 0.6119  -0.240
4 C -0.9136 -0.5733 -0.7774  -0.477
5 H 0.6800 -2.0980 -0.5679  0.209
6 H 0.6922 -0.7277 -2.6650  0.417
7 N 1.2840 -0.5524 -1.8269  -0.822
8 H -2.6131 1.6118 1.3443  0.199
9 N -0.4380 1.7091 -0.3383  -0.601
10 H 2.0606 -1.9074 1.0364  0.465
11 H 1.2580 0.4894 -1.8639  0.435
12 O 1.9664 -2.4173 1.8405  -0.952
13 H -2.6669 -0.1740 1.4657  0.193
14 H -1.2613 -0.2718 -1.7676  0.230
15 C 0.5571 -1.0212 -0.5713  -0.260
16 C -2.2457 0.6760 0.9420  -0.559
17 H 2.2979 -0.7763 -1.7814  0.401
18 H -1.4788 -1.4520 -0.4570  0.225
19 H 0.9379 -0.5356 0.3182  0.237
20 H -0.2970 2.3873 1.6690  0.151
21 H 0.2540 3.5238 0.2905  0.156


Stability order, top to bottom: A, B, C